DFT (ωB97M-V with the def2-TZVPD basis set) results for the ion C5H11N2 with charge +1 at a distorted geometry.

Last columns: bonded neighbours and bond lengths (Å).
CARTESIAN COORDINATES (ANGSTROEM)
1 C 0.7926 -1.5202 0.2094  C2 1.543, C3 1.519, H8 1.089, H9 1.092
2 C -0.6215 -1.5869 0.8221  C1 1.543, N6 1.422, H10 1.097, H11 1.097
3 C 1.0791 -0.0830 -0.1885  C1 1.519, C4 1.452, N7 1.491, H12 1.083
4 C -0.0181 0.8660 -0.1368  C3 1.452, C5 1.463, N7 1.456
5 C -0.3158 2.2542 0.2146  C4 1.463, H13 1.088, H14 1.093, H15 1.087
6 N -1.4873 -0.7037 0.1206  C2 1.422, H16 1.014
7 N 0.3936 0.3578 -1.4373  C3 1.491, C4 1.456, H17 1.025, H18 1.021
8 H 1.5254 -1.8744 0.9326  C1 1.089
9 H 0.8714 -2.1617 -0.6706  C1 1.092
10 H -1.0186 -2.5994 0.6763  C2 1.097
11 H -0.5688 -1.3997 1.9015  C2 1.097
12 H 2.1154 0.2210 -0.1016  C3 1.083
13 H -1.2875 2.5441 -0.1788  C5 1.088
14 H 0.4362 2.9268 -0.2063  C5 1.093
15 H -0.3254 2.3833 1.2943  C5 1.087
16 H -2.1895 -0.2797 0.7167  N6 1.014
17 H -0.2581 -0.3078 -1.8659  N7 1.025
18 H 0.8769 0.9633 -2.1023  N7 1.021

The energy above the lowest of the compared OMol25 structures with the same formula, charge and spin comes out at 76.3 kcal per mole. Its HOMO-LUMO gap is 9.466 eV. As for the charge: +1.